A 14-piece molecular cluster, C4H39N2O13S2 overall. Source: OMol25; level of theory: ωB97M-V/def2-TZVPD.

CARTESIAN COORDINATES (ANGSTROEM)
N: -0.4421 1.3800 -1.1822
C: 0.0999 0.7793 -2.4426
C: 1.4655 0.3241 -2.0551
S: 1.4668 -0.8467 -0.7419
S: 0.8164 -2.6360 -1.0358
C: -1.0640 -2.6655 -1.1675
C: -1.7548 -3.0492 0.1943
N: -1.5748 -1.8169 1.0521
H: -1.1544 2.1041 -1.4501
H: 0.4741 1.8381 -0.6952
H: -0.6386 0.7000 -0.5089
H: 0.0342 1.6048 -3.2980
H: -0.4572 -0.2517 -2.6188
H: 2.3084 1.1225 -2.0412
H: 2.0063 -0.3623 -2.6417
H: -1.3071 -3.4258 -1.8551
H: -1.3340 -1.6142 -1.4196
H: -2.8949 -2.8162 -0.1275
H: -1.5203 -4.0221 0.5538
H: -1.8031 -2.0588 1.9943
H: -0.6362 -1.5611 0.9598
H: 1.2046 -0.6964 3.4357
H: 0.4826 0.2910 2.3829
O: 0.3002 -0.5283 2.8779
H: 3.4001 2.2254 0.2274
H: 3.2328 3.3413 -0.7942
O: 2.7943 2.5031 -0.4728
H: -2.2910 -0.7549 3.6133
H: -2.9814 -1.9736 4.2097
O: -2.6629 -1.5953 3.4062
H: -4.1068 -0.5400 -2.1720
H: -3.3459 0.1078 -1.1393
O: -3.6694 0.2766 -1.9594
H: 2.6498 3.3039 3.2867
H: 2.0621 3.0961 1.9845
O: 3.0358 3.1760 2.3467
H: -3.6596 0.4320 1.3352
H: -2.2625 -0.6163 0.7012
O: -2.7828 0.4052 0.7171
H: 0.1084 -2.3433 -4.8227
H: -1.3194 -1.7399 -4.5962
O: -0.6805 -2.3922 -4.4167
H: 3.2224 1.4764 2.4659
H: 3.7606 0.0770 2.9213
O: 2.9268 0.4992 2.6482
H: 5.0013 -1.3766 -0.0269
H: 4.9983 0.1408 0.2118
O: 4.8123 -0.7220 0.6403
H: -2.8187 1.9460 0.3940
H: -3.2276 3.2639 -0.3525
O: -2.4884 2.7359 -0.1124
H: -2.6067 -0.1618 -4.8525
H: -2.7804 0.0112 -3.3219
O: -2.1081 -0.2068 -4.0713
H: -0.6992 3.3215 0.5568
H: -1.3391 3.7457 1.8265
O: -0.6733 3.1684 1.5063
H: 0.0565 2.7260 4.4184
H: 0.1476 1.2260 4.0817
O: 0.5890 2.0129 4.3091

Values from the calculation:
* E_HOMO: -11.2304 eV
* net charge: +1
* orbital gap: 0.3211 hartree


A 16-piece molecular cluster, C4H39NO15 overall. Source: OMol25; level of theory: ωB97M-V/def2-TZVPD.

CARTESIAN COORDINATES (ANGSTROEM)
C: -0.6464 1.6638 -0.8547
C: -0.4124 0.1456 -0.8977
C: 0.5599 -0.3622 0.1129
C: 1.1166 -1.5712 -0.0002
N: -1.7154 2.0053 0.1100
H: -0.8244 2.0344 -1.8979
H: 0.2735 2.1850 -0.5282
H: -0.1156 -0.0863 -1.9095
H: -1.3998 -0.3948 -0.7502
H: 0.8136 0.2815 0.9313
H: 0.9686 -2.2163 -0.8381
H: 1.7852 -1.9669 0.7188
H: -2.0468 2.9668 -0.0385
H: -2.5190 1.3962 -0.0479
H: 1.6393 1.5513 -2.6037
H: 1.5996 0.2596 -3.3154
O: 1.2589 1.1588 -3.3501
H: -0.6619 2.6196 1.6880
H: -0.3967 2.4948 3.2391
O: -0.0890 2.9346 2.4152
H: -2.3534 -3.0197 0.1237
H: -0.8845 -3.4218 0.2746
O: -1.6415 -3.5616 -0.3295
H: -0.7085 -0.7950 2.5743
H: -1.4945 0.2504 1.6606
O: -1.5883 -0.3572 2.3943
H: 2.4916 2.1688 -0.0654
H: 3.3149 2.7260 -1.2554
O: 2.7434 2.0086 -0.9816
H: -1.4158 0.7148 3.7485
H: -2.0834 1.7437 4.6913
O: -1.2221 1.4600 4.3476
H: 1.3410 2.5072 1.9631
H: 2.8443 2.9719 2.1176
O: 2.3048 2.3241 1.6761
H: -2.3882 -1.4607 -3.2022
H: -2.1085 0.0262 -3.6654
O: -2.7986 -0.5889 -3.3146
H: 1.0628 -2.0468 3.5634
H: 1.7105 -0.9249 2.7079
O: 0.8485 -1.2987 3.0077
H: 3.2515 0.3855 -0.8008
H: 4.5268 -0.4934 -0.7589
O: 3.6073 -0.5174 -0.6249
H: -1.4559 -3.1554 -2.0158
H: -0.3322 -2.5780 -2.8518
O: -1.2848 -2.7725 -2.9062
H: 2.7918 -1.8101 -3.3640
H: 2.6821 -1.1433 -1.9552
O: 2.1651 -1.3568 -2.7921
H: -2.7370 -1.3832 1.5504
H: -3.5919 -1.2414 0.2460
O: -3.3058 -1.8801 0.9189
H: -3.6007 -0.2795 -1.8202
H: -4.9784 -0.2075 -1.1401
O: -4.0264 -0.1015 -0.9752
H: 3.2213 -0.4607 1.0369
H: 2.7948 0.6962 2.0292
O: 3.1104 -0.2268 2.0039

Values from the calculation:
* ΔE to the lowest compared entry with this formula, charge and spin: 4.8 kcal per mole
* E_HOMO: -9.4307 eV
* orbital gap: 0.3462 hartree


C4H3AgFO6 as an isolated structure. Source: OMol25; level of theory: ωB97M-V/def2-TZVPD.

CARTESIAN COORDINATES (ANGSTROEM)
O: 3.2426 -0.9255 -0.2980
C: 2.6822 0.1504 -0.0060
O: 3.0186 1.0830 0.7092
O: 1.3457 0.1283 -0.4888
C: 0.3842 0.9290 0.0831
O: -1.7647 0.1985 0.7623
C: -2.7403 -0.7892 0.6689
C: -0.9675 0.4268 -0.3685
O: -2.4011 -1.8475 0.1088
O: -3.7644 -0.5356 1.3223
F: 0.5921 2.2290 -0.3696
H: 0.4769 0.9799 1.1752
H: -1.4535 1.1346 -1.0561
H: -0.7918 -0.4359 -1.0263
Ag: 2.1411 -2.7258 -1.2164

Values from the calculation:
* expectation value of S²: 0.752
* 2S+1: 2
* ΔE to the lowest compared entry with this formula, charge and spin: 0.0 kcal per mole
* E_HOMO (spin up / spin down): 0.1616 / -1.8015 eV
* net charge: -2
* orbital gap (spin up / spin down): 0.2277 / 0.2793 hartree


C4H3BaO4 as an isolated structure. Source: OMol25; level of theory: ωB97M-V/def2-TZVPD.

CARTESIAN COORDINATES (ANGSTROEM)
C: -1.0021 0.3448 -0.5592
C: 0.2709 0.5106 -0.2415
H: 0.7520 1.4926 -0.2404
O: -2.8484 -0.3564 -1.4044
C: -2.0944 -0.5692 -0.4044
O: -2.6379 -0.7492 0.7975
H: -1.6679 0.6333 -1.7324
O: 1.0458 -0.4746 0.3077
C: 2.3385 -0.1926 0.5135
O: 3.0495 -1.1701 0.8406
Ba: 5.2965 0.5047 0.7652
H: -2.5023 0.0260 1.3578

Values from the calculation:
* ΔE to the lowest compared entry with this formula, charge and spin: 79.2 kcal per mole
* E_HOMO: -11.2372 eV
* net charge: +1
* orbital gap: 0.2097 hartree


One molecule with the formula C4H3Br. Source: OMol25; level of theory: ωB97M-V/def2-TZVPD.

CARTESIAN COORDINATES (ANGSTROEM)
C: -0.1257 -0.4388 -0.0545
C: 0.6723 0.5706 0.1005
C: 2.1056 0.3806 -0.0583
C: 3.3115 0.3583 -0.0704
Br: 5.1147 -0.0973 0.0093
H: -1.2498 -0.2529 -0.0817
H: 0.3862 -1.3302 -0.0622
H: 0.4664 1.5230 0.2932

Values from the calculation:
* ΔE to the lowest compared entry with this formula, charge and spin: 9.1 kcal per mole
* E_HOMO: -9.2284 eV
* SMILES string: C=CC#CBr
* orbital gap: 0.3620 hartree


One molecule with the formula C4H3BrO. Source: OMol25; level of theory: ωB97M-V/def2-TZVPD.

CARTESIAN COORDINATES (ANGSTROEM)
C: -0.2722 0.3286 -0.1634
C: 0.7372 -0.4355 0.3258
C: 2.1728 -0.0986 0.4030
Br: 3.3110 -0.8364 1.7489
C: 2.8010 0.7854 -0.2877
O: 3.5555 1.4288 -0.9183
H: -0.2752 1.3525 -0.4384
H: -1.3424 -0.1455 -0.2520
H: 0.5567 -1.4396 0.7267

Values from the calculation:
* ΔE to the lowest compared entry with this formula, charge and spin: 13.2 kcal per mole
* E_HOMO: -8.7269 eV
* SMILES string: C=CC(Br)=C=O
* orbital gap: 0.3084 hartree


Maximum force / Eh/bohr: 0.124 0.045 0.040 0.107 0.081 0.076
E / Eh: -2059.432018 -1359.219527 -852.538606 -480.244092 -2728.107873 -2803.397362